55
Properties=species:S:1:pos:R:3 method="wB97M-V/def2-TZVPD" total_charge=-2 multiplicity=2 e_above_lowest_ev=0.189
H -4.2337 1.2800 3.0664
H -2.5910 1.8995 2.7969
O -1.5961 -2.2652 3.0989
S -1.0837 -2.2621 0.1663
H -3.2241 -3.1045 2.1338
N 3.5600 -0.7118 -0.4957
S -0.0115 0.0312 2.5409
H -4.5783 3.8240 -1.8299
C -2.6488 3.5034 -0.9537
H -2.6460 1.1051 -4.3041
H -2.7259 -0.6596 -4.1772
C 2.7474 1.1635 -0.3043
C -1.9159 -4.6509 2.8662
C -1.9047 5.1941 0.5810
H 0.6520 1.6151 -4.8812
H -2.5420 0.9208 0.5433
C -2.0601 0.1850 -4.3734
O -2.8826 -0.6364 1.9016
C -3.5339 1.6486 2.3097
H -3.1850 -3.2376 3.9038
H 4.1437 -1.6889 1.1098
C -3.0862 5.8937 0.3880
H 2.6174 2.2328 -0.2473
H -2.6764 -5.4347 2.8060
N 1.7117 0.2899 -0.2645
H 0.1267 2.5813 -3.4876
C -2.5761 -3.2875 2.9945
C 0.3386 -1.4259 -3.4328
H 0.7356 -1.5383 -4.4477
Ni -0.2759 0.3995 0.1516
H -1.2700 -4.8357 3.7272
C -4.0631 5.4028 -0.4722
H 1.1684 -1.5052 -2.7282
Si -0.5873 0.2181 -3.1483
N 3.9119 0.5897 -0.3916
H -0.3270 -2.2691 -3.2280
O -1.0994 0.4751 -1.6823
C -3.8284 4.2089 -1.1461
H -2.4713 2.5691 -1.4778
H -4.2029 0.3567 0.7003
C 0.5429 1.6175 -3.7903
N 4.4028 -1.6375 0.1312
C -1.6710 3.9748 -0.0712
H -1.3136 -4.6669 1.9585
H 4.1851 -2.5317 -0.2901
Se -0.0737 2.9947 0.2553
H -1.1422 5.5735 1.2499
H -3.9387 2.5475 1.8434
N 2.2119 -0.8877 -0.3395
P -1.3517 -1.2457 1.8362
H 1.5409 1.5459 -3.3464
H -3.2471 6.8254 0.9225
H -1.6972 0.0944 -5.4054
C -3.2906 0.5778 1.2627
H -4.9931 5.9426 -0.6165

41
Properties=species:S:1:pos:R:3 method="wB97M-V/def2-TZVPD" total_charge=-2 multiplicity=1 e_above_lowest_ev=3.165
F -2.4235 0.6972 -2.9466
O 2.5584 -4.6886 -1.1247
C -2.1624 3.4610 2.2540
H 1.5868 2.1187 -0.7670
C 2.5547 2.5863 -0.5868
C -1.8157 1.6212 -0.8861
C 2.3192 -0.1383 1.2503
H 2.5482 3.3800 0.1602
F -2.5119 2.8666 -2.7812
N 1.5366 -4.3096 -1.7352
H -3.1696 3.2632 2.6209
F 1.9866 -1.7788 2.8952
O 0.5226 -4.9592 -1.5977
F 2.8793 0.0693 3.4928
F 0.7745 -0.0697 3.0502
F -3.9260 1.5398 -1.7132
N -0.3549 -4.0013 1.1954
O -2.1972 -3.9200 -2.6032
O -0.3715 -2.7735 1.0353
H 3.2900 0.6701 -1.0411
H -0.5114 2.6412 1.0578
H 2.8984 3.1070 -1.4806
O -1.3107 -4.6464 0.7962
C -1.5167 2.4108 1.4106
C -2.7040 1.7341 -2.1460
N -2.8075 -2.8705 -2.6478
H -2.1954 4.4480 1.7926
H 4.4616 1.7561 -0.1018
O 1.8602 -0.8222 0.3587
H -1.3874 1.4280 1.8638
O -2.4628 -1.8587 -1.9999
O -3.7454 -2.8193 -3.5012
C 1.9595 -0.4546 2.7112
O 3.1420 0.9429 1.0582
O 0.6546 -4.5339 1.6200
C 3.4382 1.4158 -0.2599
O -0.6885 1.1290 -0.9162
O -2.3101 2.2559 0.2823
O 1.3550 -3.1352 -2.0551
Na -0.1929 -1.4780 -1.1407
H -1.5607 3.7152 3.1266

89
Properties=species:S:1:pos:R:3 method="wB97M-V/def2-TZVPD" total_charge=+2 multiplicity=3 energy_ev=-240739.749
C -1.5224 -3.4927 -2.9044
Cl 3.1935 -4.6496 2.4211
C 4.1923 -0.8814 4.3349
C 5.1528 -1.8643 4.4080
H -5.3231 -0.0888 -2.9159
C -1.8378 7.1294 -2.2092
C 2.2738 -2.2907 -2.4217
Br 2.3405 -5.0993 -2.1336
C -1.5751 2.4774 1.4388
C -4.5747 0.5964 -2.4904
H -4.9231 1.2087 -1.7111
H -3.9672 -1.8897 -3.2575
Br 4.8688 -2.1807 -6.1868
C -2.5514 3.6196 1.1243
C -3.3178 -0.1581 -2.2709
C 2.6074 1.3345 -4.1996
C -0.9916 5.8455 -2.1280
H 5.4599 -3.9546 3.7187
C -1.0987 5.1056 -0.8206
O -0.2083 -1.3726 0.9074
C -1.3945 -1.8582 1.0324
C 0.2955 -2.6385 3.9769
C -1.5616 -2.9359 2.1281
C -0.2140 -2.5709 6.3010
H 4.1992 -4.3019 -4.3296
H 2.7766 2.3789 -4.5433
C 1.5897 1.1044 -3.2354
H -1.7518 1.4830 0.9591
C 2.6287 -2.2615 3.3321
Cl 1.8064 0.1890 4.0224
C 3.6000 -3.4212 -4.0077
N -2.3502 0.4939 -1.6306
H -0.0053 2.0442 -2.0519
H -1.1870 -3.2185 -3.8670
C -1.9744 -2.1062 -2.4516
H 1.3302 2.9425 -2.2027
H 6.1906 -1.7606 4.6798
H 4.0835 0.5639 -5.4276
H -0.4330 4.2405 -0.6413
C 3.7826 -2.2396 -4.6373
H -0.8776 -3.6544 1.6563
H -1.3074 7.9455 -1.6595
C 3.0878 -1.0543 -4.2585
C 4.8502 -3.0840 3.7376
O -2.4200 -1.7265 0.4412
C -1.2204 -0.1436 -1.4844
C -1.9585 -2.5741 4.5300
N 1.4883 -0.0892 -2.6572
C 3.6158 -3.1863 3.1390
S -2.7260 4.2747 -0.5834
C 0.7905 2.1779 -2.7389
H -2.4112 -4.1439 -3.0744
H -3.0209 -2.5204 4.3032
O 1.6067 -2.3484 -1.1510
C 0.7296 -2.5350 5.3164
O -2.7067 3.1535 -1.6178
H -1.5765 1.1413 3.1459
H -0.7363 -3.9238 -2.2089
H -2.3960 -2.3057 6.5451
H -3.6122 3.3581 1.3717
H 0.0823 -2.6554 7.3564
H -0.9657 5.7715 0.0499
H -2.6062 -3.3566 2.1100
H -2.4027 1.5518 -1.3807
H -2.3085 4.5708 1.7223
H -2.7461 2.4625 3.2943
N -1.0024 -1.3647 -1.8454
H -1.9149 7.4687 -3.1822
C 2.8271 -3.4619 -2.8638
H 1.0758 -2.6179 1.9980
Mo 0.6760 -0.5581 -0.7016
H -2.8812 6.9870 -1.9237
C -3.1255 -1.4438 -2.7770
H -4.4143 1.4652 -3.1898
H 0.0404 5.9987 -2.2618
C -1.7355 2.2157 2.9725
H 1.7469 -2.1776 5.5486
C 3.3604 0.2886 -4.6360
C 2.3307 -1.1864 -3.1019
N 1.2726 -2.6877 3.0461
H -1.0515 2.8503 3.5953
S 1.5535 0.9869 0.4629
H 4.4916 -0.0375 4.8641
H 0.5116 2.8673 -3.5479
C -1.5466 -2.5147 5.8819
C 2.9148 -1.0869 3.8379
H -1.3299 5.2956 -2.9303
C -1.1311 -2.7031 3.5547
H -0.5300 2.7883 1.1854

52
Properties=species:S:1:pos:R:3 method="wB97M-V/def2-TZVPD" total_charge=+2 multiplicity=5 energy_ev=-138895.300
H 6.6481 2.7218 -0.9591
H -0.7458 -2.1307 3.1663
H 2.4421 1.8215 -0.3317
H -0.5548 2.8731 -0.4978
Mn -1.6564 -0.5378 -0.0678
C 5.5354 4.1140 0.2886
C 3.1866 3.5557 0.7349
H -2.2898 -6.0082 0.4536
O 0.3589 3.0482 -0.3015
C -1.7777 -2.8633 1.4137
H -0.0906 -2.9939 -2.7270
H -4.1301 -0.0913 2.1688
H 0.5267 3.9627 -0.2262
C -1.6805 -1.9545 2.6015
C -0.8681 -2.4179 -2.2099
H -0.0578 1.5355 2.6957
H -1.6728 -2.3089 -2.8652
C -2.0193 -4.9721 0.3988
C -0.3305 0.1656 -3.4223
H -1.5922 -5.0328 -1.7790
C -0.4935 0.6926 3.2522
H 4.6662 1.2461 -1.3648
H -1.3867 0.4494 -3.5284
C -1.3012 -3.1318 -0.9329
H -0.0236 -0.4472 -4.2832
C 4.5658 2.1253 -0.7098
H 1.8690 -1.6953 -0.8891
N -1.4438 -2.3839 0.1982
C -1.6370 -4.4628 -0.8475
H 6.3726 4.7973 0.4161
C 3.3226 2.4327 -0.1283
C -2.0300 -4.1994 1.5369
C 1.6513 -1.0549 -1.7573
H -3.5127 0.2276 3.8187
C -3.3558 0.4183 2.7538
H -5.6899 -0.1801 -3.2749
H 1.9754 -1.5683 -2.6789
Se 1.8772 4.1624 1.8845
H -5.0502 0.7450 -2.3053
H 0.2888 1.0713 -3.3655
P -1.7167 -0.1308 2.2254
H -0.9932 1.0674 4.1549
H -3.4065 1.4954 2.5594
C 4.3249 4.4071 0.8881
H 4.1893 5.3047 1.4939
H 2.2062 -0.1059 -1.6488
P -0.1434 -0.7706 -1.8744
H 0.3027 -0.0076 3.5373
H -2.5080 -2.0983 3.3063
O -5.6500 0.7186 -2.9998
C 5.6846 2.9541 -0.4980
H -2.1859 -4.5654 2.5266

14
Properties=species:S:1:pos:R:3 method="wB97M-V/def2-TZVPD" total_charge=+2 multiplicity=1 e_above_lowest_ev=4.086
Cl 15.9357 -13.3477 -10.8118
H 17.2901 -17.1493 -11.3767
H 18.5845 -18.5889 -9.4376
H 18.4113 -19.3812 -10.9220
C 16.1168 -16.9429 -9.6196
H 17.4640 -19.8264 -9.5855
H 16.0301 -18.3840 -11.2095
N 14.5526 -18.2761 -7.9127
Y 13.8838 -12.1216 -12.1084
C 15.2373 -17.7121 -8.6667
C 17.8140 -18.9444 -10.1217
H 16.8955 -16.4034 -9.0807
H 15.4767 -16.2056 -10.1042
C 16.8329 -17.8613 -10.6895

62
Properties=species:S:1:pos:R:3 method="wB97M-V/def2-TZVPD" total_charge=+2 multiplicity=5 e_above_lowest_ev=0.123
C 4.1261 -3.1393 0.6546
N -3.7637 -1.7213 1.3733
H 1.3233 2.0303 -4.9639
P 0.4503 0.9951 -1.8796
C -1.2677 -0.7851 3.8661
H 2.8754 -0.1698 -1.9301
C -3.1653 0.5580 3.0458
H 1.1987 3.5434 -0.9201
C 5.4307 -1.3910 1.7601
H -4.8377 -2.1253 -0.3497
C -5.0401 -1.4514 2.0517
H -3.8433 0.5661 3.8979
N -0.6478 1.9328 -1.0636
O 2.0014 -0.2505 1.2233
H -0.9906 0.9595 0.8049
H -1.5168 -0.2199 4.7608
H 2.6788 3.5097 -1.8992
C -3.9027 -2.4453 0.1036
O 1.8421 -2.7572 0.2365
C -2.5892 -1.5742 1.9700
H 0.2878 -0.2893 -5.0189
C -0.5794 1.9048 0.3912
C -0.4310 0.0499 -4.2716
H -3.0804 -2.2083 -0.5662
H 2.7422 3.0861 -0.1826
H 3.5969 1.2973 -2.6122
C 3.1037 0.8764 -1.7327
S -1.2766 -2.6502 1.4939
H -1.0744 -1.8172 4.1443
H -1.1895 2.7100 0.8023
H -4.8836 -1.3332 3.1190
Cl 6.8726 -0.8072 2.4197
H -2.4425 1.3645 3.1690
H 0.4433 2.0226 0.7451
Cl 6.7204 -3.6542 1.1517
C 2.1353 3.0195 -1.0879
C 0.5651 2.2994 -4.2265
H -3.9346 -3.5215 0.2734
H -5.6797 -2.3183 1.8940
C 2.9380 -2.3326 0.6802
Cl 4.3286 0.9717 2.4568
H -5.5352 -0.5711 1.6441
C -2.0366 1.9147 -1.5435
C 3.0187 -0.9890 1.2368
H -0.2935 2.7240 -4.7491
H -3.7226 0.7316 2.1304
H -1.3195 0.4181 -4.7872
H -2.5629 1.0074 -1.2230
N 0.1559 1.1210 -3.4641
H -0.7047 -0.7931 -3.6447
C 5.3640 -2.6523 1.2015
H -2.0660 1.9723 -2.6273
H 0.9698 3.0678 -3.5720
Pt 0.2044 -1.2729 0.4350
H 3.7995 0.9412 -0.8929
Cl 4.0262 -4.6482 -0.0241
C 4.2706 -0.5521 1.7902
N 1.8869 1.6135 -1.4037
H -0.3720 -0.3585 3.4071
H -2.5599 2.7806 -1.1396
N -2.4150 -0.7008 2.9603
O 0.3678 -0.4889 -1.5184

75
Properties=species:S:1:pos:R:3 method="wB97M-V/def2-TZVPD" total_charge=+1 multiplicity=1 e_above_lowest_ev=3.443
H -3.9655 2.5262 -3.9839
H -4.8071 3.3958 -2.7046
H -2.7269 0.9518 -5.3191
C -4.3383 2.4409 -2.9654
S 1.0633 -4.1874 0.9963
C -3.3271 -2.5407 -0.7534
N -1.2218 0.0898 1.2570
H -3.9058 0.6262 0.0704
F 1.3456 -3.7939 -3.5653
H -3.1631 -2.3241 -4.8619
N 0.3289 -3.0559 0.0379
H -3.2972 2.1534 0.7687
H -5.1296 -0.3254 -1.9436
O -1.0827 -4.6247 -1.4485
H -1.6721 4.0104 -2.5787
Cl 5.0403 -0.8592 -1.2452
H 0.9066 -0.4841 -5.7207
C -3.8344 1.7074 -0.0747
Cl 0.7061 -1.1874 3.2219
Cl 3.6717 -1.2830 3.9650
O 0.0713 1.2784 -0.4795
C 3.8832 -0.8414 0.0122
C 0.2456 1.8387 0.7059
H -5.6149 -1.7632 -2.8536
Si -3.2106 -1.8309 -2.4747
F -0.5445 -5.9391 2.1060
C 4.2338 -1.0169 1.3501
H -1.4331 1.5392 -6.3667
C 2.5454 -0.6678 -0.2698
Cl 1.9596 -0.4293 -1.8928
N -0.6153 1.2978 1.6496
Cl 5.8757 -1.2217 1.7748
Ru -0.2053 -0.6893 -0.5040
H -5.1115 1.6766 -2.9486
H 0.7237 2.1849 -2.5385
C -1.8125 1.5479 -5.3406
H -4.8530 2.1020 -0.0506
F 1.5436 -5.5734 -2.3829
H 0.4961 3.0960 -4.0382
C 0.1753 -0.7109 -4.9391
H -4.8532 -0.4097 -3.6909
H -2.3988 -2.4949 -0.1866
H 0.6663 -1.3349 -4.1932
H -0.2924 1.3423 2.6064
F 2.5533 -3.7348 -1.7783
As -1.7382 0.1376 -2.2365
C 1.5321 -0.7174 0.6545
Si -0.5074 0.8546 -4.2214
H -0.9196 3.3341 -1.1312
C 1.8905 -0.9348 1.9726
H -4.0987 -2.0022 -0.1999
Si -3.0148 2.1388 -1.7049
C 0.7191 2.1103 -3.6255
H -2.3458 4.3618 -0.9841
C -0.2636 -4.6603 2.2387
F -1.3692 -3.9377 2.0198
H -2.0609 2.5800 -5.0908
H -3.5431 -3.7535 -3.8854
H -3.6020 -3.5982 -0.7872
F 0.1711 -4.4162 3.4629
H 1.7293 1.8357 -3.9396
C 3.2392 -1.0491 2.3279
C -2.8934 -2.8757 -3.9598
H -0.6292 -1.3001 -5.3847
H -2.2094 0.2448 1.0788
O 2.1395 -3.6383 1.7415
C 1.4706 -4.2735 -2.3242
O -0.3211 -2.3868 -2.1500
H -1.8689 -3.2317 -4.0464
O 0.9727 2.7598 0.9502
O 1.2646 -5.3506 0.1868
C -4.8471 -0.9865 -2.7638
C -1.8720 3.5858 -1.5925
H -1.0997 -0.6033 1.9923
S -0.0541 -3.6389 -1.4024

20
Properties=species:S:1:pos:R:3 method="wB97M-V/def2-TZVPD" total_charge=-1 multiplicity=1 e_above_lowest_ev=3.200
H -0.5350 2.3816 -0.7131
C 0.7103 0.1879 -0.5139
H 0.3296 2.7958 0.7735
H 2.1059 -1.4252 -0.6894
H -1.0690 0.1476 0.5700
H -2.7967 2.0274 -0.8691
H 0.3145 0.6633 1.5643
C -0.1675 0.7574 0.5954
N -1.8300 2.5929 0.8988
O 2.1435 -4.6327 -0.2395
H 1.6453 -5.1769 -0.8566
H 1.5854 0.8212 -0.7090
C -0.5361 2.2592 0.3761
H 1.6394 -1.0506 0.9611
H 1.5853 -3.8226 -0.2514
H -3.8366 2.4860 0.5462
C -2.8209 2.3976 0.1578
C 1.1876 -1.2425 -0.0540
O 0.2439 -2.1809 -0.1464
H 0.1011 0.0136 -1.4008

41
Properties=species:S:1:pos:R:3 method="wB97M-V/def2-TZVPD" multiplicity=1 e_above_lowest_ev=0.001 smiles="Cc1nc(SCC(=O)NC(=O)NCc2ccco2)nc(C)c1C"
H 5.6547 0.7080 2.0978
C 2.6767 -1.4114 -0.0314
C 4.2538 2.4500 0.0555
H -6.8448 0.8564 -1.9058
C -5.0734 0.8842 -0.5496
S 2.0062 -3.0288 0.0538
C -4.8597 0.1657 0.5903
H 0.2896 -0.5796 -0.4617
C 1.6002 1.8100 -1.2379
O -1.6298 -3.0397 0.0186
H 0.3222 -3.9621 -1.3089
C 0.5280 -2.9306 -1.0266
H 6.0316 -0.9247 1.5255
H 4.4855 2.8061 -0.9483
H 3.5198 3.1244 0.4937
H 2.1123 2.7524 -1.3936
H -2.7487 -1.6812 0.8036
H 0.7989 -2.3368 -1.8980
N -2.6113 -0.6865 0.9553
N -0.6050 -1.0102 -0.1634
C -6.8090 -0.4324 -0.1484
C 2.4803 0.7840 -0.6089
H -3.2862 1.1093 1.6795
O -1.2245 1.0580 0.4961
C -6.3472 0.4943 -1.0298
H 5.1595 2.4942 0.6508
C 3.7068 1.0573 0.0010
H -4.4066 1.6006 -0.9833
O -5.9162 -0.6406 0.8324
H -4.0003 -0.3337 2.4660
H -7.7217 -0.9929 -0.1083
C -0.6900 -2.3520 -0.3244
C 4.3779 -0.0406 0.5601
H 0.7333 1.9693 -0.5925
H 6.4486 0.4862 0.5334
C 5.7144 0.0677 1.2193
C -3.6874 0.1059 1.5150
C -1.5060 -0.1219 0.4491
N 1.9876 -0.4556 -0.6317
N 3.8528 -1.2591 0.5453
H 1.2270 1.4366 -2.1894

44
Properties=species:S:1:pos:R:3 method="wB97M-V/def2-TZVPD" total_charge=-1 multiplicity=1 e_above_lowest_ev=0.000
C -0.8363 -2.4841 0.2929
S -1.3448 3.4971 2.4385
Fe -0.0003 0.3360 0.0228
C 1.5783 -2.0786 0.2908
H -0.1762 -1.4208 -3.5447
H 1.4159 -2.8674 -0.4391
N -0.8668 -0.8741 -1.6076
N 1.6376 -0.0145 -1.0906
H -1.5100 -0.2420 -2.0647
H 1.7867 3.1684 -2.1905
H 0.5432 -2.3049 -2.2184
C -1.5947 -1.9581 -0.9343
C 0.7917 3.2312 -4.1019
C 0.8573 3.0172 -2.7306
H -1.8361 -2.7826 -1.6167
C -0.3982 3.0420 -4.7930
H 3.2668 -1.3978 -0.8753
C 2.4336 -0.9828 -0.2946
C -1.4760 2.4153 -2.7197
H 2.1131 -2.5359 1.1225
H -0.4494 3.2246 -5.8583
S -1.0056 -0.1393 4.1505
C 1.3196 -0.3194 -2.4821
H -2.5213 -1.5267 -0.5812
H -2.4634 2.4711 -4.6153
H 0.5452 2.7875 -0.1422
S 1.4205 1.2101 1.7060
H 2.8437 -0.4271 0.5388
H 0.2188 -1.4527 1.7710
C -1.5275 2.6265 -4.0921
H -1.5496 -2.6208 1.1030
H 0.9811 0.5937 -2.9616
H 2.1967 -0.6809 -3.0277
H -2.3495 2.0944 -2.1606
Sb -0.8436 1.2928 2.4253
S -2.2509 0.4699 0.7137
H -0.3993 -3.4587 0.0754
H -1.0741 2.5073 -0.1396
H 2.1149 0.8813 -1.0379
N 0.2476 -1.5799 0.7560
N -0.2079 2.3410 -0.6632
C 0.1937 -1.3161 -2.5212
C -0.2781 2.6127 -2.0347
H 1.6796 3.5594 -4.6290